Record 1
{"formula": "C4H6N2O", "method": "ωB97M-V with the def2-TZVPD basis set", "spin_multiplicity": 1, "largest_force_ev_per_a": 0.8, "de_lowest_kcal_mol": 24.3, "e_homo_ev": -7.56, "e_lumo_ev": 0.912, "smiles": "Nc1ccc(O)[nH]1", "elements": ["N", "C", "C", "C", "C", "O", "N", "H", "H", "H", "H", "H", "H"], "coordinates": [[-2.204, -0.523, 0.154], [-0.917, 0.042, 0.049], [-0.290, 1.246, -0.164], [1.121, 0.983, -0.185], [1.286, -0.368, 0.015], [2.395, -1.150, 0.084], [0.057, -0.920, 0.159], [-2.758, -0.526, -0.688], [-2.737, -0.291, 0.977], [-0.744, 2.221, -0.296], [1.924, 1.697, -0.329], [3.153, -0.568, -0.054], [-0.303, -1.850, 0.288]], "forces_ev_per_angstrom": [[-0.350, 0.247, -0.028], [0.156, 0.034, -0.041], [-0.181, -0.091, 0.019], [0.100, -0.090, 0.016], [-0.237, 0.250, -0.020], [0.042, 0.143, -0.025], [0.042, -0.054, -0.015], [-0.056, 0.220, 0.077], [-0.038, 0.210, -0.113], [-0.021, -0.261, 0.037], [-0.194, -0.104, 0.032], [-0.053, -0.197, 0.038], [0.790, -0.308, 0.024]], "mulliken_charge": [-0.5198, 0.0689, -0.6996, -0.3456, 0.2898, -0.5166, -0.0395, 0.2088, 0.2100, 0.4123, 0.3747, 0.3312, 0.2255]}


Record 2
{"formula": "C4H7NO", "method": "ωB97M-V with the def2-TZVPD basis set", "spin_multiplicity": 1, "largest_force_ev_per_a": 1.2, "de_lowest_kcal_mol": 56.5, "e_homo_ev": -8.82, "e_lumo_ev": 0.888, "elements": ["C", "C", "C", "N", "C", "O", "H", "H", "H", "H", "H", "H", "H"], "coordinates": [[-1.226, 0.586, 0.903], [-0.562, -0.358, -0.080], [0.517, 0.276, -0.970], [1.699, -0.546, -0.612], [1.430, -1.487, 0.339], [0.154, -1.395, 0.654], [-1.816, 0.023, 1.630], [-0.475, 1.172, 1.444], [-1.892, 1.277, 0.375], [-1.307, -0.908, -0.657], [0.265, 0.180, -2.034], [0.663, 1.343, -0.769], [2.552, -0.154, -0.233]], "forces_ev_per_angstrom": [[-0.004, 0.001, 0.049], [-0.177, 0.124, -0.120], [-0.036, 0.002, 0.069], [0.018, -0.232, 0.687], [-0.383, 0.188, 0.214], [-0.115, -0.412, -0.061], [0.050, 0.066, -0.094], [-0.092, -0.107, -0.076], [0.113, -0.100, 0.070], [-0.005, 0.221, -0.084], [0.277, -0.104, 0.272], [0.036, -0.221, 0.130], [0.317, 0.575, -1.054]], "mulliken_charge": [-1.3541, 0.4596, -0.5437, -0.1689, -0.3745, -0.1642, 0.3520, 0.3457, 0.3545, 0.2490, 0.2509, 0.2608, 0.3329]}


Record 3
{"formula": "NO3Pb2", "method": "ωB97M-V with the def2-TZVPD basis set", "spin_multiplicity": 1, "largest_force_ev_per_a": 1.5, "de_lowest_kcal_mol": 0.0, "e_homo_ev": -23.53, "e_lumo_ev": -14.408, "total_charge": 3, "elements": ["Pb", "Pb", "N", "O", "O", "O"], "coordinates": [[0.317, 3.131, -0.853], [0.204, -2.628, 1.494], [-0.148, -0.134, -0.158], [0.962, -0.714, -0.151], [-0.335, 0.822, -0.984], [-1.000, -0.478, 0.651]], "forces_ev_per_angstrom": [[-0.272, -0.408, -0.390], [-0.038, 0.478, -0.416], [1.502, 0.120, -0.135], [-0.479, -0.296, 0.007], [0.066, 0.388, 0.833], [-0.779, -0.281, 0.100]], "mulliken_charge": [1.7675, 1.6870, 1.4395, -0.6163, -0.6624, -0.6154]}